{
  "formula": "C42H64B11Br6N3SSb2Si2Ti",
  "method": "ωB97M-V/def2-TZVPD",
  "e_tot_ev": -539556.1723,
  "max_force_ev_per_a": 0.6,
  "relative_energy_kj_mol": 0.0,
  "gap_ev": 6.91,
  "homo_energy_ev": -8.022,
  "elements": ["Ti", "C", "Si", "C", "C", "N", "C", "C", "C", "C", "C", "C", "N", "Si", "C", "C", "C", "H", "H", "H", "H", "H", "H", "H", "H", "H", "H", "H", "H", "H", "H", "H", "H", "H", "H", "H", "H", "H", "H", "C", "C", "C", "C", "C", "C", "C", "C", "S", "C", "N", "C", "C", "C", "C", "C", "C", "C", "C", "H", "H", "H", "H", "H", "H", "H", "H", "H", "H", "H", "H", "H", "H", "H", "H", "C", "Sb", "C", "C", "C", "C", "C", "C", "C", "C", "C", "Sb", "C", "C", "H", "H", "H", "H", "H", "H", "H", "H", "H", "H", "H", "H", "H", "H", "H", "H", "H", "H", "H", "H", "Br", "B", "B", "C", "B", "B", "B", "B", "B", "Br", "B", "Br", "B", "Br", "B", "Br", "B", "Br", "H", "H", "H", "H", "H", "H"],
  "coordinates": [[0.37050, 1.12697, 0.11275], [-0.63440, -0.56073, 3.55758], [0.76078, 0.66702, 3.44516], [0.21556, 2.13781, 4.47651], [2.28092, -0.18656, 4.13934], [1.18643, 1.17974, 1.78974], [2.40406, 1.86929, 1.59808], [3.10263, 2.56901, 2.58545], [4.29292, 3.20249, 2.27438], [4.78122, 3.17154, 0.97621], [4.09570, 2.49371, -0.01465], [2.90902, 1.81523, 0.28060], [2.12803, 1.07464, -0.62515], [2.95623, 0.51849, -2.11280], [1.85036, -0.67040, -3.00892], [4.54336, -0.37100, -1.64304], [3.41788, 1.95310, -3.22688], [-0.64063, -0.86363, 4.61114], [-0.49094, -1.45875, 2.95637], [-1.61646, -0.14041, 3.34318], [0.41126, 1.94096, 5.53374], [-0.86184, 2.28433, 4.36451], [0.69894, 3.07896, 4.21275], [2.50304, 0.13298, 5.15942], [3.16842, -0.00638, 3.53165], [2.10040, -1.26326, 4.16328], [2.72721, 2.61756, 3.59874], [4.83590, 3.73059, 3.04718], [5.70231, 3.68307, 0.72972], [4.48672, 2.49926, -1.02148], [1.45169, -1.42461, -2.32564], [2.46024, -1.20087, -3.74726], [1.02422, -0.18451, -3.53010], [4.41563, -1.45030, -1.73186], [4.88877, -0.14286, -0.63396], [5.33245, -0.08264, -2.34282], [3.20105, 1.67351, -4.26097], [4.48461, 2.17767, -3.16704], [2.85905, 2.86339, -3.01689], [0.87580, 6.34215, 2.34048], [-0.54615, 6.55174, 2.86476], [-1.13694, 7.78852, 2.17311], [-0.47903, 6.78859, 4.37947], [-1.43989, 5.34597, 2.58449], [-2.78830, 5.36260, 2.99497], [-3.63077, 4.28796, 2.80202], [-3.12050, 3.16243, 2.16354], [-3.88760, 1.64891, 1.79620], [-2.41895, 1.08325, 1.08540], [-1.45178, 1.95677, 1.07849], [-1.80568, 3.13978, 1.71351], [-0.96122, 4.22299, 1.94077], [-2.16294, -0.29775, 0.69133], [-3.13513, -1.27935, 0.82482], [-2.80070, -2.61231, 0.63136], [-1.50194, -2.94522, 0.28560], [-0.54963, -1.94633, 0.10116], [-0.83680, -0.60755, 0.31681], [1.47507, 7.22728, 2.55826], [0.88962, 6.19064, 1.25918], [1.36446, 5.48762, 2.81582], [-0.51321, 8.66144, 2.37468], [-2.14462, 8.00920, 2.52783], [-1.18062, 7.64423, 1.09219], [0.16912, 7.64004, 4.59533], [-0.07526, 5.91210, 4.89086], [-1.46234, 7.00242, 4.80068], [-3.17904, 6.23986, 3.49344], [-4.65665, 4.32066, 3.14353], [0.06689, 4.15427, 1.62105], [-4.14893, -1.01796, 1.10777], [-3.55024, -3.38279, 0.75375], [-1.23278, -3.98480, 0.13374], [0.43762, -2.22342, -0.24294], [2.10248, -3.77894, 2.32647], [2.95458, -2.82050, 0.59760], [4.95435, -3.49117, 1.01882], [2.35779, -4.45557, -0.72702], [2.66510, -4.24893, -2.18726], [3.99958, -4.02500, -2.53868], [4.40216, -3.82514, -3.84575], [3.45299, -3.86151, -4.85736], [2.13241, -4.10793, -4.53319], [1.70489, -4.30249, -3.21529], [0.24273, -4.59532, -3.00963], [-1.09593, -2.87826, -3.21474], [-2.83827, -4.14225, -3.25885], [-0.93412, -2.67224, -5.34590], [2.61442, -3.42588, 3.22129], [2.21526, -4.86155, 2.26315], [1.04321, -3.53289, 2.40937], [5.62783, -3.24195, 0.20010], [5.30643, -2.97436, 1.91213], [4.97868, -4.56621, 1.19737], [1.29648, -4.62004, -0.54648], [2.88242, -5.33736, -0.34968], [4.74708, -4.02107, -1.75274], [5.44626, -3.65239, -4.07258], [3.74071, -3.71432, -5.89029], [1.39518, -4.16526, -5.32545], [0.03550, -5.05212, -2.04276], [-0.09326, -5.30548, -3.76824], [-2.78138, -4.84496, -4.09014], [-3.73809, -3.53726, -3.36286], [-2.90673, -4.70295, -2.32580], [-1.02002, -3.63522, -5.85004], [0.01651, -2.20605, -5.60240], [-1.73382, -2.01501, -5.68818], [-1.32111, 1.02238, -2.39680], [-1.93130, 2.86430, -2.78311], [-3.63493, 3.31523, -2.90102], [-3.64238, 4.93074, -2.37048], [-2.66129, 3.85598, -1.52386], [-2.16045, 5.53928, -1.80189], [-2.83879, 6.04357, -3.36754], [-3.75083, 4.67263, -4.04357], [-2.61896, 3.34335, -4.35208], [-2.87862, 2.04747, -5.78204], [-2.12525, 5.04356, -4.64541], [-1.82620, 5.72754, -6.44038], [-1.13180, 5.57928, -3.24975], [0.32623, 6.85994, -3.41114], [-1.03500, 4.21761, -2.11302], [0.59837, 3.86750, -1.04679], [-0.99074, 3.90734, -3.87194], [0.59435, 3.25930, -4.78236], [-4.55670, 2.60103, -2.71615], [-4.53284, 5.27382, -1.86662], [-2.96729, 3.49753, -0.45003], [-2.11091, 6.29488, -0.89542], [-3.24629, 7.14152, -3.50578], [-4.75838, 4.86828, -4.62425]],
  "atomic_forces_ev_per_a": [[-0.0284, 0.2462, -0.0391], [-0.0186, -0.0184, 0.0111], [0.0430, -0.0174, -0.0120], [-0.0159, 0.0439, -0.0205], [0.0370, 0.0107, -0.0135], [0.0189, -0.0318, 0.5855], [0.0218, -0.0042, -0.1190], [-0.0309, 0.0710, -0.0444], [-0.0774, 0.0215, 0.1285], [0.0564, -0.0052, -0.1186], [-0.0004, 0.0386, -0.0155], [-0.1007, -0.0131, 0.1213], [0.3621, -0.1805, -0.3623], [0.0053, 0.0246, -0.0033], [-0.0378, -0.0184, 0.0026], [0.0215, -0.0082, -0.0058], [-0.0022, -0.0306, -0.0404], [-0.0153, -0.0169, -0.0085], [0.0030, 0.0099, -0.0248], [-0.0015, 0.0023, -0.0248], [-0.0034, -0.0098, 0.0070], [0.0014, 0.0311, -0.0064], [0.0007, -0.0070, 0.0011], [-0.0063, 0.0104, 0.0055], [0.0069, -0.0058, 0.0128], [0.0125, -0.0119, -0.0052], [-0.0109, -0.0331, -0.0211], [-0.0045, -0.0013, 0.0055], [-0.0002, -0.0030, 0.0038], [-0.0190, -0.0213, -0.0106], [-0.0213, -0.0039, 0.0046], [-0.0141, -0.0172, -0.0123], [0.0221, -0.0082, 0.0110], [-0.0002, -0.0126, 0.0210], [-0.0114, -0.0053, 0.0166], [0.0109, 0.0071, 0.0144], [0.0140, 0.0314, -0.0034], [0.0049, 0.0024, 0.0059], [-0.0150, 0.0121, 0.0162], [-0.0135, 0.0013, 0.0043], [-0.0041, 0.0160, -0.0199], [0.0025, -0.0021, 0.0077], [-0.0011, -0.0100, -0.0026], [-0.0054, -0.0260, -0.0108], [-0.0053, -0.0272, -0.0052], [-0.0215, 0.0734, 0.0306], [-0.0440, -0.0862, -0.0329], [-0.0339, -0.0193, -0.0027], [-0.1918, 0.0800, 0.1601], [0.1469, 0.0768, -0.0956], [0.0760, 0.0185, -0.0026], [0.1076, 0.0008, 0.0375], [0.1029, -0.2527, -0.0124], [-0.0519, -0.0423, 0.0129], [0.0002, 0.0032, -0.0004], [0.0037, 0.0335, 0.0127], [0.0632, 0.0288, -0.0419], [-0.1530, 0.1240, -0.1364], [-0.0021, 0.0056, 0.0062], [0.0015, -0.0067, -0.0018], [0.0005, 0.0000, -0.0098], [0.0035, 0.0013, 0.0025], [-0.0026, 0.0011, 0.0014], [-0.0023, -0.0031, -0.0029], [0.0014, 0.0026, -0.0002], [-0.0012, 0.0017, 0.0029], [-0.0012, -0.0049, 0.0006], [-0.0095, 0.0053, 0.0062], [-0.0012, 0.0021, 0.0031], [-0.0203, 0.0157, 0.0324], [0.0057, 0.0106, 0.0022], [-0.0060, 0.0012, 0.0019], [0.0052, 0.0018, -0.0018], [0.0340, -0.0410, 0.0207], [-0.0101, -0.0073, 0.0071], [-0.0289, -0.0043, 0.0437], [0.0008, -0.0346, -0.0175], [-0.0006, -0.0024, -0.0511], [-0.0668, 0.0165, -0.0394], [-0.0005, 0.0040, 0.0016], [0.0063, 0.0022, -0.0023], [-0.0016, 0.0013, 0.0026], [-0.0070, -0.0081, -0.0091], [-0.0184, -0.0394, 0.0843], [0.1335, -0.0094, -0.0295], [-0.0333, 0.0255, -0.0888], [-0.0066, -0.0198, 0.0034], [0.0115, -0.0216, -0.0232], [-0.0047, 0.0075, 0.0073], [0.0112, 0.0021, -0.0251], [0.0043, -0.0013, -0.0035], [-0.0065, 0.0064, -0.0013], [-0.0228, -0.0034, 0.0096], [-0.0117, -0.0023, -0.0169], [-0.0211, 0.0425, 0.0301], [-0.0013, 0.0019, 0.0092], [-0.0040, 0.0108, 0.0100], [0.0045, 0.0034, -0.0002], [-0.0003, -0.0020, -0.0032], [0.0096, -0.0037, 0.0040], [-0.0030, 0.0337, 0.0271], [-0.0142, 0.0199, -0.0126], [0.0173, 0.0007, 0.0002], [0.0049, 0.0089, -0.0102], [-0.0013, 0.0115, 0.0045], [0.0012, -0.0040, 0.0088], [-0.0017, -0.0034, 0.0064], [-0.0125, -0.0049, 0.0163], [-0.0503, 0.1346, 0.0679], [0.0126, -0.0966, 0.0015], [0.0272, 0.0117, -0.0422], [-0.0527, 0.0200, 0.0360], [0.0362, 0.0194, -0.0180], [0.0000, -0.0301, -0.0275], [0.0382, -0.0308, 0.0045], [0.0476, -0.0280, 0.0112], [-0.0163, -0.0104, -0.0043], [0.0073, 0.0199, 0.0268], [0.0084, 0.0055, -0.0459], [-0.0097, -0.0090, 0.0500], [0.0337, 0.0351, 0.0225], [-0.0323, -0.0162, 0.0108], [-0.0064, -0.0005, -0.0102], [-0.1091, -0.1164, -0.0174], [0.0173, -0.0127, -0.0993], [-0.0872, 0.0333, 0.0294], [0.0164, 0.0193, -0.0006], [0.0041, 0.0007, -0.0015], [-0.0125, -0.0007, 0.0156], [-0.0049, -0.0156, -0.0155], [0.0050, -0.0145, 0.0185], [0.0112, -0.0072, 0.0167]]
}